The following is a DFT calculation (wB97M-V/def2-TZVPD) of a cluster of 16 separate species, C69H180N16O29 in total in a non-equilibrium geometry.

Summary:
HOMO level   -0.3111 hartree
Relative energy (zero: lowest compared OMol25 entry of this formula, charge and spin)   0.000 eV
LUMO level   0.3 eV
Electronic energy   -157679.9129 eV
Max |F|   0.0678 Eh/bohr

Each line ends with the Mulliken charge.
Cartesian coordinates (Å):
C: 5.037 -4.411 4.315  -0.796
O: 4.626 -4.734 3.005  -0.353
C: 3.520 -5.628 3.061  0.096
C: 3.260 -6.295 1.675  0.017
N: 2.170 -7.214 1.867  -0.253
C: 1.812 -7.987 0.701  -1.473
C: 1.427 -7.184 -0.566  0.516
O: 2.563 -6.589 -1.118  -0.192
C: 2.733 -6.664 -2.523  -0.568
H: 5.309 -5.333 4.823  0.499
H: 4.228 -3.914 4.900  0.338
H: 5.889 -3.713 4.283  0.164
H: 2.616 -5.101 3.446  -0.451
H: 3.773 -6.395 3.832  0.520
H: 4.126 -6.901 1.320  0.230
H: 3.081 -5.517 0.894  -0.195
H: 1.334 -6.646 2.078  0.282
H: 1.102 -8.748 1.033  0.391
H: 2.717 -8.561 0.449  0.443
H: 0.608 -6.425 -0.401  -0.247
H: 1.078 -7.936 -1.317  0.440
H: 3.584 -6.060 -2.872  0.149
H: 1.853 -6.257 -3.048  -0.004
H: 2.873 -7.698 -2.842  0.470
C: 7.678 -4.200 -5.081  -0.784
O: 6.303 -4.331 -5.242  -0.345
C: 5.508 -3.422 -4.515  -0.658
C: 4.243 -3.318 -5.301  0.317
N: 3.680 -4.673 -5.465  -0.019
C: 2.551 -4.807 -6.433  -0.787
C: 1.464 -3.820 -6.230  0.730
O: 1.815 -2.538 -6.639  -0.404
C: 0.838 -1.580 -6.649  -0.248
H: 8.019 -3.163 -4.909  0.296
H: 8.089 -4.604 -5.995  0.252
H: 8.063 -4.795 -4.265  0.288
H: 5.972 -2.426 -4.442  0.488
H: 5.302 -3.804 -3.499  0.210
H: 4.480 -2.875 -6.291  0.173
H: 3.570 -2.625 -4.784  -0.419
H: 4.440 -5.257 -5.798  0.271
H: 2.013 -5.745 -6.217  0.089
H: 2.811 -4.879 -7.513  0.327
H: 1.153 -3.785 -5.193  -0.636
H: 0.567 -4.144 -6.781  0.474
H: 0.396 -1.365 -5.662  -0.174
H: 0.013 -1.840 -7.324  0.325
H: 1.326 -0.666 -7.030  0.319
C: 0.225 9.103 -3.423  -1.033
O: 0.518 7.855 -2.818  0.035
C: -0.558 6.988 -3.129  -1.099
C: -0.259 5.641 -2.486  0.022
N: -0.290 5.622 -1.040  1.828
C: -0.404 4.290 -0.376  0.182
C: 0.608 3.206 -0.674  1.413
O: 1.804 3.697 -0.109  -0.159
C: 2.855 2.777 -0.324  -0.692
H: 0.746 9.847 -2.824  0.267
H: -0.846 9.345 -3.502  0.371
H: 0.697 9.106 -4.408  0.296
H: -0.715 6.866 -4.223  0.365
H: -1.486 7.398 -2.668  0.315
H: 0.745 5.345 -2.863  0.128
H: -0.949 4.907 -2.896  -0.249
H: 0.488 6.140 -0.685  -0.971
H: -1.408 3.920 -0.627  -0.629
H: -0.413 4.540 0.691  0.154
H: 0.727 3.004 -1.752  -0.557
H: 0.255 2.290 -0.193  -0.282
H: 3.001 2.606 -1.406  -0.114
H: 2.568 1.816 0.116  0.195
H: 3.755 3.202 0.105  0.469
C: 5.126 7.387 -5.623  -0.744
O: 4.626 6.896 -4.436  -0.404
C: 3.260 6.462 -4.559  0.998
C: 3.011 5.263 -5.515  -0.871
N: 3.693 4.110 -4.926  -0.227
C: 3.666 2.896 -5.818  -0.640
C: 3.869 1.665 -4.991  -0.696
O: 2.929 1.561 -3.970  0.536
C: 2.993 0.376 -3.230  0.067
H: 4.358 7.958 -6.197  0.300
H: 5.395 6.512 -6.217  0.252
H: 6.012 7.969 -5.433  0.272
H: 2.597 7.326 -4.787  0.056
H: 2.953 6.072 -3.591  -0.748
H: 3.436 5.427 -6.517  0.674
H: 1.912 5.134 -5.664  0.294
H: 3.153 3.856 -4.115  0.013
H: 4.478 2.977 -6.565  0.344
H: 2.723 2.894 -6.392  0.253
H: 4.907 1.662 -4.600  0.373
H: 3.824 0.776 -5.632  0.312
H: 2.112 0.309 -2.566  -0.328
H: 3.918 0.352 -2.640  0.480
H: 3.006 -0.469 -3.932  -0.145
C: -4.530 -4.474 5.948  -0.750
O: -5.029 -3.720 4.906  -0.419
C: -4.180 -3.576 3.797  -0.429
C: -4.808 -2.656 2.803  0.054
N: -6.030 -3.222 2.246  -0.165
C: -7.009 -2.316 1.740  -1.104
C: -6.601 -1.459 0.606  -0.003
O: -6.181 -2.314 -0.434  -0.258
C: -5.864 -1.664 -1.638  -0.880
H: -3.565 -4.053 6.267  0.196
H: -4.357 -5.497 5.599  0.338
H: -5.202 -4.478 6.817  0.265
H: -3.971 -4.559 3.315  0.567
H: -3.168 -3.185 4.039  -0.026
H: -4.097 -2.349 2.046  -0.291
H: -5.057 -1.729 3.367  0.496
H: -6.417 -3.797 2.986  0.285
H: -7.315 -1.596 2.515  0.448
H: -7.892 -2.862 1.400  0.454
H: -5.767 -0.758 0.877  -0.086
H: -7.463 -0.843 0.315  0.454
H: -5.583 -2.494 -2.296  0.225
H: -5.109 -0.872 -1.598  0.259
H: -6.790 -1.250 -2.069  0.495
C: 1.062 -3.347 -2.163  -0.195
O: 0.807 -2.012 -1.887  0.572
C: -0.571 -1.626 -2.090  0.129
C: -0.996 -0.640 -1.044  0.024
N: -0.908 -1.285 0.272  1.147
C: -1.630 -0.647 1.362  0.094
C: -1.181 0.824 1.737  0.708
O: -1.799 1.309 2.903  0.780
C: -3.146 1.658 2.693  0.186
H: 0.781 -3.605 -3.187  -0.424
H: 0.560 -4.026 -1.488  -0.168
H: 2.128 -3.542 -2.150  0.377
H: -1.118 -2.551 -2.187  -0.181
H: -0.575 -1.164 -3.090  -0.627
H: -2.032 -0.314 -1.190  0.043
H: -0.357 0.261 -1.176  -0.499
H: 0.040 -1.531 0.542  -0.582
H: -1.576 -1.230 2.296  0.297
H: -2.695 -0.576 1.078  0.164
H: -1.311 1.534 0.912  -1.159
H: -0.107 0.729 1.935  0.068
H: -3.768 0.782 2.550  -0.157
H: -3.345 2.385 1.885  -0.099
H: -3.486 2.105 3.641  -0.204
C: -2.480 -0.578 5.889  -0.240
O: -3.282 0.578 6.048  -0.302
C: -2.722 1.592 6.769  -0.699
C: -3.407 2.927 6.563  0.141
N: -4.853 2.796 6.727  -0.375
C: -5.632 3.970 6.375  -0.249
C: -7.169 3.709 6.207  -0.823
O: -7.406 2.868 5.094  -0.168
C: -8.691 2.425 4.957  -0.798
H: -2.822 -1.120 4.990  -0.213
H: -2.555 -1.235 6.775  0.420
H: -1.430 -0.272 5.770  0.071
H: -1.659 1.797 6.618  0.304
H: -2.927 1.357 7.832  0.354
H: -3.127 3.316 5.561  -0.322
H: -3.017 3.623 7.315  0.491
H: -5.164 2.039 6.131  0.275
H: -5.111 4.445 5.520  0.093
H: -5.518 4.712 7.186  0.343
H: -7.667 4.635 5.880  0.426
H: -7.723 3.386 7.106  0.392
H: -9.434 3.206 4.719  0.315
H: -9.109 1.868 5.808  0.330
H: -8.709 1.778 4.065  0.183
C: -3.066 -1.500 -4.653  -0.399
O: -3.039 -2.841 -4.191  -0.232
C: -2.154 -3.616 -4.953  0.268
C: -2.209 -5.036 -4.427  -0.367
N: -1.270 -5.864 -5.127  0.280
C: -1.282 -7.245 -4.661  -0.796
C: -0.104 -8.023 -5.197  -0.115
O: -0.169 -8.123 -6.592  -0.363
C: 0.815 -8.904 -7.152  -0.778
H: -3.703 -0.832 -4.049  -0.038
H: -3.373 -1.437 -5.710  0.474
H: -2.034 -1.153 -4.607  0.077
H: -1.129 -3.254 -4.793  -0.368
H: -2.356 -3.583 -6.040  0.553
H: -3.268 -5.396 -4.491  0.334
H: -1.915 -4.941 -3.368  -0.458
H: -1.509 -5.875 -6.118  0.253
H: -2.214 -7.781 -4.896  0.379
H: -1.138 -7.235 -3.570  0.314
H: -0.055 -9.023 -4.689  0.449
H: 0.836 -7.508 -4.929  -0.136
H: 0.753 -8.665 -8.232  0.248
H: 0.569 -9.977 -7.039  0.313
H: 1.832 -8.710 -6.757  0.295
C: 3.597 6.549 -0.483  -0.666
O: 2.287 6.934 -0.055  0.041
C: 2.213 8.352 0.181  -0.813
C: 0.802 8.607 0.779  -0.514
N: 0.568 7.789 2.011  -0.320
C: -0.864 7.782 2.455  -0.025
C: -0.962 7.037 3.862  -0.924
O: -0.689 5.687 3.804  -0.353
C: -1.794 4.965 3.297  1.107
H: 3.554 5.485 -0.718  -0.113
H: 4.274 6.764 0.351  0.302
H: 3.926 7.099 -1.377  0.326
H: 2.388 8.900 -0.765  0.309
H: 2.984 8.614 0.913  0.501
H: 0.141 8.249 -0.036  -0.014
H: 0.575 9.663 0.951  0.508
H: 0.831 6.856 1.677  0.256
H: -1.574 7.372 1.712  -0.290
H: -1.124 8.837 2.524  0.688
H: -1.903 7.273 4.356  0.385
H: -0.148 7.529 4.409  0.402
H: -1.987 5.242 2.254  -0.244
H: -2.696 5.095 3.918  0.060
H: -1.433 3.929 3.264  -0.840
C: 1.551 2.280 3.858  -0.482
O: 2.510 1.335 4.218  0.397
C: 3.866 1.846 4.171  -1.132
C: 4.970 0.780 4.414  0.108
N: 5.121 0.463 5.880  -0.442
C: 6.036 -0.635 6.028  -0.174
C: 6.025 -1.367 7.305  -0.987
O: 4.820 -2.176 7.298  -0.018
C: 4.640 -2.615 8.631  -1.010
H: 0.536 1.860 3.819  -0.351
H: 1.781 2.743 2.873  0.081
H: 1.553 3.085 4.582  0.510
H: 3.941 2.572 4.990  0.356
H: 4.069 2.414 3.256  0.404
H: 5.956 1.086 4.022  0.471
H: 4.748 -0.179 3.884  -0.095
H: 4.236 0.256 6.306  0.275
H: 7.050 -0.249 5.856  0.336
H: 5.818 -1.357 5.203  0.026
H: 5.955 -0.637 8.125  0.408
H: 6.850 -2.037 7.529  0.513
H: 5.526 -3.135 9.041  0.339
H: 3.806 -3.295 8.736  0.281
H: 4.462 -1.772 9.298  0.376
C: -4.125 5.975 0.197  0.441
O: -3.886 4.803 0.510  -0.348
N: -5.276 6.538 0.680  -0.429
N: -3.277 6.684 -0.613  -0.080
H: -5.867 5.879 1.144  0.254
H: -5.587 7.485 0.553  0.152
H: -3.279 7.698 -0.574  0.299
H: -2.340 6.301 -0.587  -0.478
C: -1.182 2.081 -4.227  -0.466
O: -1.177 1.747 -3.043  0.731
N: -2.399 2.075 -4.835  -0.238
N: 0.060 2.461 -4.744  0.034
H: -3.197 2.070 -4.165  -0.070
H: -2.569 2.618 -5.664  0.229
H: 0.037 2.533 -5.749  0.277
H: 0.760 1.758 -4.485  -0.316
C: -4.831 2.584 -2.046  0.603
O: -4.951 2.145 -3.173  -0.767
N: -6.123 3.089 -1.492  -0.400
N: -3.672 2.536 -1.383  1.008
H: -6.378 3.740 -0.755  0.147
H: -6.770 3.035 -2.265  0.260
H: -3.448 3.084 -0.502  -0.620
H: -2.926 1.997 -1.912  -0.631
C: 3.606 -2.261 0.571  -0.750
C: 2.705 -2.227 1.761  0.199
O: 1.528 -2.829 1.382  1.000
O: 3.164 -1.386 -0.449  -0.297
H: 3.687 -3.301 0.195  -0.130
H: 4.628 -1.923 0.835  0.447
H: 2.561 -1.155 2.046  -0.261
H: 3.198 -2.761 2.585  -0.310
H: 0.909 -2.900 2.134  -0.454
H: 2.232 -1.620 -0.658  0.127
C: 2.048 -1.831 5.818  -0.116
C: 0.908 -2.041 4.878  0.578
O: 0.986 -3.172 4.111  -0.552
O: 1.900 -0.637 6.610  -0.694
H: 3.015 -1.812 5.306  -0.247
H: 2.107 -2.674 6.530  0.403
H: 0.806 -1.183 4.197  -0.269
H: -0.036 -2.062 5.461  0.150
H: 0.750 -3.955 4.604  0.262
H: 1.959 0.151 6.024  0.303
C: -2.245 -4.687 0.244  0.219
C: -3.614 -4.612 -0.413  0.064
O: -4.636 -5.106 0.444  -0.737
O: -1.829 -3.806 1.266  -0.291
H: -1.642 -4.443 -0.661  -0.648
H: -1.970 -5.716 0.511  0.579
H: -3.609 -5.280 -1.285  0.221
H: -3.771 -3.592 -0.792  -0.094
H: -5.302 -4.427 0.718  0.371
H: -1.660 -2.921 0.868  0.041

The following is a DFT calculation (wB97M-V/def2-TZVPD) of a cluster of 2 separate species, C4H9NO in total in a non-equilibrium geometry.

Summary:
HOMO level (alpha / beta)   -0.5210 / -0.5205 hartree
<S²>   0.754
Charge   +1
Spin multiplicity   2
Relative energy (zero: lowest compared OMol25 entry of this formula, charge and spin)   2.523 eV
LUMO level (alpha / beta)   -5.5 / -8.5 eV
Electronic energy   -7820.7717 eV
Max |F|   0.0469 Eh/bohr

Each line ends with the natural charge from an NBO analysis.
Cartesian coordinates (Å):
C: -1.241 1.469 -2.011  -0.696
C: -0.621 0.336 -1.237  0.079
C: 0.081 0.587 -0.039  0.180
N: 0.612 -0.420 0.767  -0.398
C: 1.275 -1.307 0.113  0.093
H: -1.536 2.397 -1.533  0.285
H: -0.356 1.788 -2.618  0.302
H: -2.003 1.007 -2.657  0.278
H: -0.542 -0.732 -1.459  0.233
H: 0.292 1.601 0.352  0.245
H: 1.303 -1.362 -0.975  0.169
H: 1.920 -2.034 0.611  0.229
H: 0.389 -0.678 2.894  0.467
H: 0.521 -1.545 4.189  0.479
O: -0.095 -1.108 3.605  -0.944

The following is a DFT calculation (wB97M-V/def2-TZVPD) of a cluster of 2 separate species, C2H4Cl3N2 in total in a non-equilibrium geometry.

Summary:
HOMO level   -0.4843 hartree
Charge   +1
Relative energy (zero: lowest compared OMol25 entry of this formula, charge and spin)   2.200 eV
LUMO level   -7.5 eV
Electronic energy   -42676.8581 eV
Max |F|   0.0706 Eh/bohr

Each line ends with the natural charge from an NBO analysis.
Cartesian coordinates (Å):
C: 0.449 1.351 0.222  0.410
C: 4.046 -0.199 0.569  -0.002
N: -0.865 1.746 0.109  -0.819
N: 1.438 2.089 0.127  -0.754
Cl: 0.602 -0.311 0.586  -0.004
Cl: 4.218 -0.732 -1.037  0.312
Cl: 4.909 1.030 1.110  0.415
H: 3.549 -0.765 1.282  0.252
H: -1.050 2.771 -0.019  0.416
H: -1.495 1.150 0.580  0.408
H: 1.266 3.039 -0.040  0.367

The following is a DFT calculation (wB97M-V/def2-TZVPD) of an isolated molecule of C4H5NO.

Summary:
HOMO level   -0.2983 hartree
Relative energy (zero: lowest compared OMol25 entry of this formula, charge and spin)   3.249 eV
LUMO level   0.8 eV
Electronic energy   -7763.2779 eV
Max |F|   0.0189 Eh/bohr

Each line ends with the natural charge from an NBO analysis.
Cartesian coordinates (Å):
C: 0.202 -1.069 -0.206  -0.537
C: 1.382 -0.140 -0.017  0.414
O: 1.550 0.835 -0.725  -0.525
C: -0.840 1.922 -0.206  0.060
N: -1.106 0.840 0.296  -0.306
C: -0.860 -0.380 0.631  -0.083
H: -0.083 -1.092 -1.266  0.230
H: 0.385 -2.084 0.158  0.230
H: 1.998 -0.318 0.891  0.116
H: -1.377 2.284 -1.089  0.186
H: -1.272 -0.808 1.537  0.213